(1)
{
  "formula": "C50H38Cl3N2O3P2SSiTi",
  "method": "the ωB97M-V functional and the def2-TZVPD basis",
  "elements": ["Ti", "O", "C", "C", "C", "C", "C", "C", "C", "N", "N", "C", "O", "C", "C", "C", "C", "C", "C", "H", "H", "H", "H", "H", "H", "H", "H", "H", "H", "O", "S", "C", "C", "C", "C", "C", "C", "P", "C", "C", "C", "C", "C", "C", "C", "C", "C", "C", "C", "C", "C", "C", "C", "C", "C", "C", "P", "C", "C", "C", "C", "C", "C", "C", "C", "C", "C", "C", "C", "H", "H", "H", "H", "H", "H", "H", "H", "H", "H", "H", "H", "H", "H", "H", "H", "H", "H", "H", "H", "H", "H", "H", "H", "H", "H", "H", "H", "Cl", "Si", "Cl", "Cl"],
  "coordinates": [[-0.39339, 1.24812, -0.03952], [1.22321, 1.58592, 0.58578], [1.78271, 2.34172, 1.50998], [3.16431, 2.31972, 1.70208], [3.76871, 3.13552, 2.64198], [2.99561, 3.98812, 3.42048], [1.62921, 4.02352, 3.25948], [0.98001, 3.21232, 2.31418], [-0.42779, 3.20842, 2.18918], [-1.07179, 2.38432, 1.38448], [-2.40919, 2.35302, 1.49128], [-2.93339, 1.43282, 0.71158], [-2.15529, 0.68592, -0.02592], [-4.37699, 1.31522, 0.69838], [-5.12809, 2.26002, 1.40648], [-6.50269, 2.21112, 1.38688], [-7.15379, 1.22102, 0.66138], [-6.41299, 0.27142, -0.02672], [-5.03349, 0.31262, -0.01782], [3.74861, 1.65152, 1.08298], [4.84181, 3.10482, 2.76548], [3.46571, 4.61942, 4.15998], [1.02251, 4.68132, 3.86558], [-1.03449, 3.84482, 2.83248], [-4.58209, 3.01272, 1.95198], [-7.07249, 2.94652, 1.93928], [-8.23439, 1.18982, 0.63078], [-6.92089, -0.50858, -0.57572], [-4.45639, -0.42178, -0.56212], [-2.19389, -0.05028, -3.10222], [-1.27489, -0.52928, -2.06542], [-2.10719, -1.90338, -1.25122], [-3.14939, -2.56738, -1.86662], [-3.73399, -3.65988, -1.25182], [-3.25379, -4.09068, -0.01452], [-2.24559, -3.39668, 0.62238], [-1.66269, -2.27318, 0.02398], [-0.40199, -1.27328, 0.86578], [0.50721, -2.66318, 1.66668], [0.83221, -2.72258, 3.02098], [1.66591, -3.71668, 3.49758], [2.21451, -4.64988, 2.63248], [1.89921, -4.59908, 1.28038], [1.06381, -3.61158, 0.80228], [-1.24349, -0.58918, 2.34988], [-2.59599, -0.73148, 2.64278], [-3.14959, -0.04388, 3.71108], [-2.36199, 0.78692, 4.48888], [-1.01039, 0.93472, 4.20368], [-0.45729, 0.25812, 3.13338], [-0.08939, -1.58038, -2.95922], [-0.45079, -2.61918, -3.79392], [0.51501, -3.29018, -4.52372], [1.85481, -2.92218, -4.40492], [2.22161, -1.89958, -3.55522], [1.25541, -1.20278, -2.82682], [1.60431, 0.13912, -1.62972], [3.31031, -0.34528, -1.16652], [4.45581, 0.28002, -1.65082], [5.70631, -0.16218, -1.26192], [5.83111, -1.23438, -0.39532], [4.69431, -1.86478, 0.08588], [3.44411, -1.41828, -0.29032], [2.04581, 1.53922, -2.73072], [2.03681, 1.47842, -4.11802], [2.36571, 2.59992, -4.86172], [2.68981, 3.78892, -4.23142], [2.69901, 3.85562, -2.84702], [2.38401, 2.73822, -2.10052], [-3.49639, -2.20408, -2.82312], [-4.55299, -4.17558, -1.73132], [-3.67559, -4.97298, 0.44718], [-1.88139, -3.72818, 1.58588], [0.40941, -2.00038, 3.70508], [1.88711, -3.76618, 4.55478], [2.88091, -5.41588, 3.00268], [2.31371, -5.33168, 0.60218], [0.81791, -3.56638, -0.25462], [-3.21779, -1.36988, 2.03108], [-4.20659, -0.14198, 3.91808], [-2.79639, 1.33142, 5.31558], [-0.39559, 1.60162, 4.79388], [0.59531, 0.38352, 2.88448], [-1.49139, -2.89248, -3.88272], [0.22271, -4.08578, -5.19322], [2.60601, -3.43828, -4.98502], [3.26121, -1.61978, -3.45892], [4.37111, 1.11262, -2.33352], [6.58591, 0.33342, -1.64782], [6.80971, -1.57798, -0.09642], [4.78151, -2.70698, 0.75508], [2.55671, -1.90298, 0.09368], [1.75451, 0.56172, -4.61602], [2.35121, 2.54312, -5.94102], [2.91881, 4.66772, -4.81502], [2.92671, 4.78272, -2.34492], [2.38771, 2.79792, -1.01992], [-0.75679, 3.36522, -3.80652], [-1.01879, 2.94792, -1.76542], [-3.05969, 3.37632, -1.59102], [-0.12619, 4.67212, -0.85612]],
  "total_charge": -1,
  "total_energy_ha": -5864.068367,
  "homo_lumo_gap_ev": [4.387, 6.859],
  "e_homo_ev": [-2.2, -4.6],
  "multiplicity": 3
}

=====

(2)
{
  "formula": "C3H3ClO",
  "method": "the ωB97M-V functional and the def2-TZVPD basis",
  "elements": ["C", "C", "C", "O", "Cl", "H", "H", "H"],
  "coordinates": [[-0.98103, 0.48570, 0.03872], [-2.47189, 0.61780, 0.30351], [1.29234, -0.64027, 0.29263], [-2.08280, -0.05421, -0.71999], [2.05389, 0.66283, -0.44294], [-0.29140, 1.14935, -0.33219], [0.92942, -1.47211, -0.41556], [1.55146, -0.74908, 1.27582]],
  "total_energy_ha": -651.263670,
  "homo_lumo_gap_ev": [9.009, 8.491],
  "e_homo_ev": [-9.4, -9.0],
  "multiplicity": 1
}

=====

(3)
{
  "formula": "C3H9N2",
  "method": "the ωB97M-V functional and the def2-TZVPD basis",
  "elements": ["C", "C", "C", "N", "N", "H", "H", "H", "H", "H", "H", "H", "H", "H"],
  "coordinates": [[1.04289, 1.06684, 1.11139], [1.00554, -0.11617, 0.20585], [-0.06674, -0.67113, -0.36807], [-3.08775, -0.12479, -0.41132], [2.19980, -0.47749, -0.35773], [1.22877, 1.96609, 0.51234], [1.90035, 1.05854, 1.77715], [0.12120, 1.08668, 1.69082], [-0.04591, -1.62051, -0.91836], [-3.26088, 0.21620, -1.36613], [-3.87425, -0.58476, 0.06830], [-2.14869, -0.52535, -0.23242], [2.42044, -1.43901, -0.64202], [2.56526, 0.16485, -1.06979]],
  "total_charge": 2,
  "total_energy_ha": -228.287174,
  "homo_lumo_gap_ev": [8.149, 6.978],
  "e_homo_ev": [-20.0, -20.3],
  "multiplicity": 2
}